No. 1
12
Properties=species:S:1:pos:R:3:mulliken_charge:R:1 method="wB97M-V/def2-TZVPD" e_tot_ev=-31207.7728 e_above_lowest_kj_mol=282.2 homo_energy_ev=-14.946 max_force_ev_per_a=5.19 multiplicity=1 lumo_energy_ev=-5.62 charge=+1
C -2.099 -0.190 0.021 -0.6636
C -2.771 -1.211 0.057 0.8623
C -1.920 1.171 -0.031 0.5510
N -0.741 1.729 -0.181 -0.1642
N 0.652 -0.518 -0.080 -0.8058
Cl -3.615 -2.604 0.055 -0.0458
Cl -3.294 2.257 0.031 -0.0528
H 0.017 1.113 0.032 0.3687
H -0.612 2.661 -0.395 0.1937
H 0.049 -1.146 -0.696 0.2569
H 0.466 -0.840 0.836 0.2856
H 1.540 -0.688 -0.314 0.2139


No. 2
25
Properties=species:S:1:pos:R:3:mulliken_charge:R:1 method="wB97M-V/def2-TZVPD" e_tot_ev=-11043.4242 e_above_lowest_kj_mol=273.3 homo_energy_ev=-8.797 max_force_ev_per_a=5.84 multiplicity=1 lumo_energy_ev=0.67 charge=0
C -0.703 -0.124 -2.106 -1.3431
C 0.240 0.768 -1.197 -0.2531
C 1.691 0.304 -1.262 -0.6344
C 2.101 -0.463 0.075 -0.5508
N 1.677 -1.867 -0.120 -0.2515
C 1.389 -2.424 1.201 -0.9630
H -0.576 -0.093 -3.103 0.4627
H -1.721 -0.040 -1.678 0.2963
H -0.432 -1.146 -1.895 0.3372
H 0.239 1.887 -1.757 0.2307
H -0.187 1.069 -0.221 0.2297
H 1.895 -0.212 -2.157 0.3458
H 2.229 1.360 -1.411 0.2981
H 3.204 -0.372 0.237 0.2770
H 1.473 -0.138 0.970 0.3892
H 2.312 -2.389 -0.547 0.1762
H 0.336 -2.114 1.326 0.2961
H 1.390 -3.485 1.219 0.3650
H 2.204 -2.139 1.951 0.2963
H -3.058 3.348 2.457 0.3417
H -2.322 2.843 1.240 0.3418
O -2.282 2.846 2.220 -0.6955
H -3.026 1.283 1.479 0.3464
H -4.122 0.265 1.825 0.2987
O -3.952 1.032 1.253 -0.6376


No. 3
27
Properties=species:S:1:pos:R:3:mulliken_charge:R:1 method="wB97M-V/def2-TZVPD" e_tot_ev=-61219.9377 homo_energy_ev=-10.398 max_force_ev_per_a=0.79 multiplicity=1 lumo_energy_ev=-0.10 charge=0
O 1.479 -0.351 1.540 -0.4505
C 1.354 0.365 0.610 0.5583
N 0.322 0.315 -0.354 -0.1308
S -0.982 -0.690 -0.156 1.1166
O -0.561 -1.973 0.268 -0.5921
O -1.790 -0.512 -1.312 -0.6131
C -1.961 0.037 1.244 0.6031
F -1.225 -0.035 2.363 -0.2377
F -3.037 -0.747 1.372 -0.2507
C -2.402 1.527 1.109 0.4538
F -3.156 1.783 2.206 -0.2880
F -1.279 2.301 1.161 -0.2187
C -3.230 1.971 -0.137 0.6614
F -4.123 1.066 -0.481 -0.2209
F -3.860 3.098 0.162 -0.2555
F -2.415 2.223 -1.160 -0.2266
O 2.261 1.317 0.229 -0.3220
S 2.394 2.590 1.317 -0.0623
H 0.057 1.229 -0.708 0.3311
H 1.539 3.416 0.694 0.1350
C 2.782 -3.264 -1.119 -0.6155
N 3.165 -1.998 -1.806 0.8942
O 4.130 -1.393 -1.388 -0.5264
O 2.466 -1.647 -2.734 -0.5195
H 3.487 -3.438 -0.315 0.2920
H 1.771 -3.135 -0.743 0.1832
H 2.815 -4.055 -1.861 0.3016